A molecular structure, C28H30AsN5O6S4V, computed with wB97M-V/def2-TZVPD.

Computed properties:
Lowest unoccupied orbital energy (alpha / beta) (eV): -3.91 / -3.83
Total charge: +1
HOMO-LUMO gap (alpha / beta) (eV): 7.09 / 7.21
Multiplicity: 3
<S²>: 2.012

Cartesian coordinates (Å):
V 1.59 0.23 -0.50
O 0.64 -1.04 -3.04
As -0.17 -1.91 -1.75
O -1.70 -2.39 -1.95
O -0.01 -0.71 -0.52
C 1.08 -3.38 -1.61
C 0.55 -4.55 -2.14
C 1.34 -5.69 -2.27
C 2.66 -5.66 -1.87
C 3.20 -4.51 -1.32
C 2.41 -3.38 -1.19
S 3.13 -1.98 -0.41
O 4.46 -2.29 0.02
O 2.17 -1.56 0.65
O 3.06 -0.82 -1.38
H 0.10 -0.30 -3.37
H -0.49 -4.56 -2.46
H 0.91 -6.59 -2.69
H 3.28 -6.55 -1.97
H 4.23 -4.48 -0.98
S -1.66 1.20 -3.56
C -2.02 1.68 -2.02
N -3.26 1.84 -1.56
C -3.50 2.51 -0.29
C -2.54 1.98 0.74
N -1.17 2.15 0.23
C -0.19 2.57 1.26
C -0.21 1.73 2.50
C -0.09 2.36 3.74
C 0.00 1.61 4.90
C -0.06 0.22 4.85
C -0.20 -0.41 3.62
C -0.27 0.34 2.45
C -0.88 2.01 -1.04
S 0.72 2.20 -1.65
C -4.47 1.45 -2.30
C -5.25 0.42 -1.51
C -4.68 -0.83 -1.28
C -5.37 -1.77 -0.53
C -6.62 -1.47 0.00
C -7.19 -0.22 -0.23
C -6.50 0.72 -0.98
H -4.52 2.28 0.03
H -3.40 3.59 -0.41
H -2.71 0.93 0.95
H -2.62 2.55 1.66
H -0.43 3.61 1.51
H 0.79 2.58 0.80
H -0.05 3.44 3.79
H 0.10 2.11 5.86
H 0.00 -0.36 5.76
H -0.27 -1.49 3.56
H -0.41 -0.18 1.51
H -4.15 1.06 -3.26
H -5.07 2.35 -2.48
H -3.71 -1.09 -1.70
H -4.93 -2.74 -0.37
H -7.16 -2.21 0.58
H -8.17 0.01 0.16
H -6.95 1.69 -1.17
C 7.05 1.90 -1.05
C 5.78 2.69 -0.74
C 4.85 1.95 0.16
N 3.60 1.78 -0.07
N 2.96 1.05 0.90
C 3.75 0.64 1.87
N 3.34 -0.08 2.92
S 5.37 1.20 1.65
H 7.68 2.46 -1.74
H 6.82 0.94 -1.50
H 7.64 1.72 -0.15
H 5.23 2.91 -1.65
H 6.03 3.65 -0.27
H 2.47 -0.58 2.80
H 4.03 -0.54 3.49


A molecular structure, C28H30B2ClF4N7O8Ti, computed with wB97M-V/def2-TZVPD.

Computed properties:
Lowest unoccupied orbital energy (eV): -7.44
Total charge: +2
HOMO-LUMO gap (eV): 5.89
Multiplicity: 1

Cartesian coordinates (Å):
Ti -0.35 -0.12 -0.89
C -2.83 1.97 1.98
C -1.69 1.52 1.15
N -1.28 0.31 0.97
O -1.80 -0.71 1.70
B -1.48 -0.76 3.18
F -2.29 -1.67 3.73
F -1.42 0.49 3.72
O -0.01 -1.39 3.39
N 0.91 -0.89 2.62
C 1.53 -1.61 1.75
C 1.31 -3.08 1.68
C 2.31 -0.90 0.68
N 1.45 -0.37 -0.09
O 1.64 0.19 -1.31
B 2.13 1.93 -1.25
F 2.73 2.10 -2.42
F 2.86 1.91 -0.11
O 0.84 2.61 -1.15
N -0.02 1.91 -0.38
C -0.86 2.51 0.37
C -0.99 3.97 0.54
C 3.77 -0.97 0.50
H -3.44 1.13 2.29
H -3.42 2.68 1.40
H -2.48 2.48 2.88
H 0.24 -3.29 1.75
H 1.80 -3.54 2.54
H 1.71 -3.48 0.75
H -0.21 4.50 -0.01
H -0.94 4.23 1.60
H -1.97 4.30 0.18
H 4.12 -1.99 0.68
H 4.25 -0.32 1.25
H 4.06 -0.63 -0.49
Cl 1.41 0.74 2.89
O 0.30 -3.46 -2.76
C -0.96 -3.96 -2.75
C -1.35 -5.04 -3.52
C -2.67 -5.47 -3.48
C -3.62 -4.82 -2.69
C -3.25 -3.73 -1.94
C -1.92 -3.32 -1.94
C -1.50 -2.12 -1.25
O -2.09 -0.98 -1.34
O -0.38 -2.04 -0.60
H 0.70 -3.48 -3.65
H -0.63 -5.54 -4.15
H -2.96 -6.32 -4.08
H -4.64 -5.17 -2.67
H -3.97 -3.20 -1.33
C 2.10 0.86 -12.12
C 2.04 0.10 -10.82
C 3.02 0.26 -9.84
C 2.97 -0.45 -8.66
C 1.93 -1.34 -8.44
N 1.87 -2.08 -7.21
C 1.27 -1.67 -6.08
O 1.26 -2.32 -5.03
N 0.65 -0.43 -6.18
C -0.06 0.20 -5.17
C -1.04 1.14 -5.51
C -1.77 1.77 -4.51
C -1.51 1.45 -3.20
N -0.55 0.59 -2.87
C 0.17 -0.03 -3.82
C 0.94 -1.52 -9.40
C 1.00 -0.80 -10.58
H 2.90 1.61 -12.11
H 1.16 1.37 -12.32
H 2.29 0.18 -12.95
H 3.84 0.95 -10.02
H 3.74 -0.33 -7.91
H 2.32 -2.99 -7.14
H 0.59 -0.03 -7.10
H -1.24 1.36 -6.55
H -2.54 2.49 -4.76
H -2.08 1.90 -2.39
H 0.94 -0.71 -3.51
H 0.14 -2.23 -9.23
H 0.24 -0.94 -11.33


A molecular structure, C28H30BrN2O3V, computed with wB97M-V/def2-TZVPD.

Computed properties:
Lowest unoccupied orbital energy (alpha / beta) (eV): -0.29 / -0.35
Total charge: 0
HOMO-LUMO gap (alpha / beta) (eV): 7.66 / 7.84
Multiplicity: 3
<S²>: 2.012

Cartesian coordinates (Å):
V 0.62 1.88 0.17
O 0.69 1.50 1.90
C 1.61 0.76 2.46
C 1.26 -0.08 3.53
C 2.21 -0.83 4.19
C 3.55 -0.76 3.81
C 3.92 0.04 2.76
C 2.97 0.79 2.04
C 3.37 1.61 0.95
N 2.50 2.13 0.14
N 2.93 3.09 -0.71
C 1.91 3.81 -1.11
O 0.73 3.49 -0.72
C 2.10 5.06 -1.86
C 3.34 5.49 -2.32
C 3.45 6.73 -2.92
C 2.34 7.55 -3.05
C 1.10 7.11 -2.61
C 0.98 5.87 -2.02
H 0.22 -0.12 3.83
H 1.92 -1.47 5.00
H 4.29 -1.33 4.34
H 4.95 0.09 2.45
H 4.42 1.87 0.82
H 4.20 4.85 -2.20
H 4.41 7.07 -3.28
H 2.44 8.52 -3.51
H 0.23 7.74 -2.72
H 0.03 5.52 -1.65
C -5.22 -2.41 1.07
C -4.42 -2.78 -0.18
C -4.19 -4.30 -0.18
C -5.24 -2.42 -1.43
C -3.12 -1.99 -0.20
C -3.16 -0.60 -0.19
C -1.99 0.11 -0.25
Br -2.02 2.04 -0.13
C -0.71 -0.46 -0.38
O 0.33 0.31 -0.55
C -0.66 -1.87 -0.30
C -1.87 -2.58 -0.22
C 0.63 -2.69 -0.25
C 0.67 -3.61 -1.48
C 1.91 -1.85 -0.23
C 0.63 -3.53 1.04
H -6.17 -2.95 1.08
H -5.44 -1.35 1.10
H -4.67 -2.67 1.97
H -5.15 -4.81 -0.18
H -3.65 -4.61 0.71
H -3.64 -4.62 -1.06
H -6.18 -2.96 -1.43
H -4.69 -2.68 -2.34
H -5.46 -1.36 -1.46
H -4.09 -0.05 -0.11
H -1.82 -3.65 -0.18
H 0.68 -3.02 -2.39
H -0.19 -4.27 -1.51
H 1.57 -4.22 -1.45
H 2.01 -1.25 -1.14
H 2.77 -2.51 -0.17
H 1.93 -1.19 0.63
H -0.22 -4.21 1.08
H 0.59 -2.88 1.91
H 1.54 -4.12 1.09


no.,E_tot (Eh),F_max (eV Å⁻¹)
1,-6582.64112,0.98
2,-3828.83369,0.24
3,-4938.31150,2.53